Molecular formula: C34H48F10N3O7
Method: DFT, ωB97M-V with the def2-TZVPD basis set

Cartesian coordinates (Å):
O  8.903  -0.158  -0.615
C  9.114  -0.404  -1.778
O  8.217  -0.588  -2.783
C  7.093  0.336  -2.794
N  6.207  0.267  -1.649
C  5.906  -1.101  -1.222
C  4.344  -1.361  -0.977
O  3.557  -0.166  -1.095
C  2.191  -0.580  -0.951
C  1.434  -0.670  -2.313
F  2.089  -1.380  -3.268
F  1.158  0.556  -2.845
F  0.248  -1.363  -2.070
C  6.182  -0.246  -4.018
O  4.950  -0.156  -3.980
O  6.778  -0.778  -5.024
C  7.488  1.800  -3.246
F  8.746  1.786  -3.840
F  6.650  2.171  -4.290
C  7.345  2.966  -2.206
F  7.558  4.138  -2.942
F  6.073  3.132  -1.717
C  8.389  3.042  -1.027
F  8.550  4.394  -0.746
F  7.926  2.523  0.152
F  9.628  2.598  -1.316
C  10.612  -0.617  -2.179
C  11.440  -1.252  -1.153
C  12.834  -1.565  -1.363
C  13.405  -1.207  -2.673
C  12.580  -0.570  -3.687
C  11.164  -0.266  -3.463
H  6.562  0.766  -0.836
H  6.239  -1.905  -1.917
H  6.399  -1.286  -0.226
H  4.004  -2.064  -1.793
H  4.219  -1.907  -0.004
H  1.684  0.162  -0.278
H  2.108  -1.581  -0.442
H  10.987  -1.547  -0.176
H  13.479  -2.068  -0.604
H  14.468  -1.460  -2.865
H  13.049  -0.316  -4.667
H  10.546  0.187  -4.261
C  -4.153  -2.040  -0.500
C  -2.878  -2.788  -0.040
C  -3.267  -4.160  0.539
C  -3.914  -4.071  1.919
C  -3.042  -3.264  2.877
C  -2.653  -1.883  2.327
N  -2.119  -1.950  0.935
O  -0.883  -2.423  1.001
C  -3.875  -0.940  2.380
C  -1.655  -1.232  3.302
C  -2.091  -3.013  -1.345
H  -5.014  -2.217  0.144
H  -3.979  -0.963  -0.562
H  -4.466  -2.363  -1.495
H  -2.376  -4.794  0.615
H  -3.948  -4.673  -0.146
H  -4.912  -3.630  1.849
H  -4.057  -5.079  2.319
H  -3.566  -3.152  3.831
H  -2.138  -3.845  3.095
H  -3.653  0.011  1.892
H  -4.150  -0.716  3.412
H  -4.773  -1.355  1.928
H  -0.765  -1.842  3.463
H  -2.115  -1.091  4.283
H  -1.338  -0.250  2.943
H  -1.796  -2.064  -1.792
H  -2.703  -3.546  -2.076
H  -1.195  -3.617  -1.200
C  -7.054  4.146  1.181
C  -6.933  2.610  1.332
C  -7.737  1.918  0.218
C  -9.247  1.985  0.430
C  -9.624  1.475  1.817
C  -8.847  2.162  2.950
N  -7.376  2.194  2.700
O  -6.907  0.969  2.932
C  -9.382  3.597  3.151
C  -9.195  1.460  4.277
C  -5.437  2.335  1.096
H  -8.035  4.471  0.837
H  -6.829  4.655  2.122
H  -6.347  4.529  0.443
H  -7.445  0.864  0.152
H  -7.490  2.363  -0.750
H  -9.610  3.007  0.289
H  -9.748  1.379  -0.329
H  -10.700  1.608  1.968
H  -9.447  0.394  1.848
H  -8.771  4.143  3.875
H  -10.403  3.577  3.538
H  -9.431  4.181  2.235
H  -8.975  0.392  4.258
H  -10.262  1.553  4.490
H  -8.651  1.908  5.112
H  -4.822  2.811  1.864
H  -5.121  2.731  0.129
H  -5.203  1.271  1.080

The total charge is -1. The spin multiplicity is 3. Its HOMO energy (spin up / spin down) is -4.33 / -4.33 eV. The HOMO-LUMO gap (spin up / spin down) comes out at 0.221 / 0.193 Ha.

Molecular formula: C19H28B3CaF12O15
Method: DFT, ωB97M-V with the def2-TZVPD basis set

Cartesian coordinates (Å):
Ca  0.610  0.301  -0.294
B  2.755  3.390  -1.043
F  4.054  3.005  -0.925
F  2.142  3.111  0.150
F  2.686  4.758  -1.244
F  2.152  2.582  -1.863
B  -0.858  -3.731  1.790
F  -1.533  -2.876  2.650
F  -1.798  -4.433  1.057
F  -0.104  -2.870  0.935
F  -0.070  -4.535  2.485
B  -4.128  -0.813  -0.275
F  -4.674  -0.635  -1.543
F  -4.660  0.181  0.564
F  -4.489  -2.037  0.199
F  -2.793  -0.698  -0.520
C  6.195  -3.074  4.567
C  5.361  -2.628  5.712
O  4.507  -1.693  5.096
C  4.430  -1.962  3.765
O  3.639  -1.418  2.969
O  5.433  -2.842  3.446
H  6.150  -4.159  4.474
H  7.209  -2.680  4.516
H  6.070  -2.277  6.461
H  4.847  -3.489  6.140
C  -3.928  -4.920  -4.747
C  -2.406  -4.471  -5.120
C  -2.288  -3.550  -6.399
O  -1.397  -2.559  -5.994
C  -1.337  -2.577  -4.650
O  -0.791  -1.613  -4.019
O  -2.081  -3.573  -4.104
H  -4.482  -5.546  -5.446
H  -4.533  -4.013  -4.727
H  -3.968  -5.423  -3.781
H  -1.741  -5.334  -5.082
H  -3.281  -3.214  -6.700
H  -1.762  -4.120  -7.164
C  -4.913  4.472  4.712
C  -3.815  3.455  5.084
C  -4.205  2.012  5.052
O  -3.256  1.377  4.261
C  -2.449  2.254  3.768
O  -1.445  1.936  3.142
O  -2.751  3.515  4.172
H  -4.463  5.464  4.685
H  -5.644  4.321  5.506
H  -5.427  4.241  3.779
H  -3.551  3.662  6.121
H  -5.181  1.865  4.589
H  -4.084  1.615  6.059
C  8.368  -2.808  -1.541
C  7.068  -3.204  -2.274
C  6.538  -4.427  -1.437
O  5.216  -3.949  -1.072
C  4.966  -2.763  -1.553
O  3.907  -2.104  -1.498
O  6.078  -2.189  -2.193
H  9.134  -3.543  -1.294
H  8.169  -2.013  -0.823
H  8.960  -2.175  -2.202
H  7.287  -3.502  -3.300
H  7.187  -4.678  -0.598
H  6.361  -5.273  -2.100
C  -3.466  8.094  -1.157
C  -3.989  6.704  -1.053
C  -4.242  6.089  -2.504
O  -3.419  4.960  -2.614
C  -2.808  4.743  -1.460
O  -1.970  3.868  -1.350
O  -3.030  5.804  -0.524
H  -3.146  8.352  -0.148
H  -4.246  8.818  -1.393
H  -2.621  8.223  -1.835
H  -4.916  6.642  -0.484
H  -4.055  6.779  -3.327
H  -5.291  5.794  -2.531

The total charge is -1. The spin multiplicity is 1. Its HOMO energy is -7.37 eV. The HOMO-LUMO gap comes out at 0.281 Ha.

Molecular formula: CHFN4
Method: DFT, ωB97M-V with the def2-TZVPD basis set

Cartesian coordinates (Å):
N  -3.078  0.357  -0.026
C  -1.952  0.155  0.141
N  -0.668  0.422  0.129
N  0.157  -0.525  0.115
N  1.388  -0.144  -0.232
F  2.277  -1.097  0.111
H  1.877  0.833  -0.238

The calculation puts the energy above the lowest of the compared OMol25 structures with the same formula, charge and spin at 65.6 kcal/mol. The spin multiplicity is 1. Its HOMO energy (spin up / spin down) is -10.43 / -10.43 eV. The HOMO-LUMO gap (spin up / spin down) comes out at 0.355 / 0.355 Ha.

Molecular formula: C33H24BrNOP2S6V
Method: DFT, ωB97M-V with the def2-TZVPD basis set

Cartesian coordinates (Å):
V  0.350  -1.484  -1.539
S  -0.409  0.680  -2.971
P  -0.812  1.143  -1.067
C  -0.487  -0.225  -0.166
P  0.600  -0.460  1.092
S  2.311  -1.090  0.241
C  -0.042  -1.705  2.254
C  0.714  -2.075  3.363
C  0.243  -3.036  4.239
C  -0.990  -3.637  4.008
C  -1.743  -3.275  2.902
C  -1.269  -2.310  2.024
C  0.879  0.952  2.218
C  2.083  1.637  2.248
C  2.253  2.713  3.110
C  1.219  3.109  3.942
C  0.004  2.429  3.911
C  -0.162  1.357  3.055
C  0.129  2.619  -0.539
C  -0.391  3.544  0.359
C  0.382  4.612  0.794
C  1.679  4.764  0.330
C  2.211  3.838  -0.558
C  1.439  2.772  -0.986
C  -2.534  1.716  -0.881
C  -3.329  1.169  0.114
C  -4.634  1.614  0.291
C  -5.144  2.603  -0.534
C  -4.354  3.146  -1.543
C  -3.056  2.702  -1.715
H  1.682  -1.614  3.529
H  0.836  -3.326  5.097
H  -1.358  -4.398  4.686
H  -2.693  -3.759  2.710
H  -1.825  -2.037  1.134
H  2.882  1.315  1.590
H  3.195  3.248  3.129
H  1.355  3.948  4.613
H  -0.807  2.736  4.560
H  -1.101  0.816  3.035
H  -1.405  3.431  0.723
H  -0.029  5.323  1.499
H  2.280  5.600  0.669
H  3.228  3.947  -0.913
H  1.848  2.039  -1.672
H  -2.914  0.380  0.732
H  -5.253  1.181  1.067
H  -6.163  2.947  -0.401
H  -4.759  3.909  -2.195
H  -2.438  3.110  -2.508
O  -2.705  -7.663  -2.366
C  -2.180  -6.585  -2.221
S  -2.609  -5.148  -3.154
C  -1.425  -4.068  -2.442
C  -0.646  -4.581  -1.475
S  0.597  -3.661  -0.655
S  -0.909  -6.259  -1.040
S  -1.310  -2.410  -2.993
Br  4.573  -4.492  -4.195
C  3.801  -2.785  -3.958
C  4.360  -1.671  -4.555
C  3.739  -0.453  -4.336
C  2.604  -0.403  -3.548
N  2.074  -1.482  -2.968
C  2.667  -2.662  -3.175
H  5.248  -1.755  -5.166
H  4.124  0.456  -4.776
H  2.081  0.526  -3.368
H  2.219  -3.519  -2.687

The calculation puts the energy above the lowest of the compared OMol25 structures with the same formula, charge and spin at 2.6 kcal/mol. The total charge is -1. The spin multiplicity is 3. Its HOMO energy (spin up / spin down) is -3.87 / -4.00 eV. The HOMO-LUMO gap (spin up / spin down) comes out at 0.227 / 0.232 Ha.

Molecular formula: C30H28N4O5W
Method: DFT, ωB97M-V with the def2-TZVPD basis set

Cartesian coordinates (Å):
W  0.264  -0.305  -0.345
N  -1.294  0.543  1.001
C  -0.993  0.202  2.413
C  0.472  0.523  2.571
O  1.007  0.903  3.564
N  1.144  0.338  1.335
C  2.423  1.055  1.185
C  2.079  1.741  -0.139
O  1.770  0.601  -0.971
O  1.768  2.849  -0.392
H  -2.239  0.276  0.740
H  -1.243  1.558  0.888
H  -1.587  0.773  3.124
H  -1.169  -0.864  2.568
H  2.575  1.757  2.000
H  3.262  0.369  1.093
C  -3.602  -2.657  -0.438
C  -3.198  -3.938  -0.077
C  -1.861  -4.188  0.156
C  -0.942  -3.151  0.056
N  -1.349  -1.896  -0.228
C  -2.650  -1.668  -0.508
C  0.509  -3.294  0.160
C  1.153  -4.487  0.465
C  2.538  -4.549  0.447
C  3.283  -3.428  0.111
C  2.651  -2.225  -0.181
C  1.263  -2.158  -0.134
H  -4.632  -2.430  -0.672
H  -3.921  -4.740  -0.004
H  -1.524  -5.185  0.396
H  -2.913  -0.671  -0.836
H  0.586  -5.375  0.711
H  3.036  -5.480  0.681
H  4.363  -3.487  0.070
H  3.244  -1.367  -0.467
C  2.943  -1.765  -9.199
C  2.024  -2.403  -8.195
C  1.629  -3.726  -8.354
C  0.783  -4.345  -7.446
C  0.310  -3.629  -6.363
C  0.699  -2.307  -6.201
N  0.188  -1.599  -5.055
C  -0.749  -0.650  -5.114
C  -1.368  -0.325  -6.351
C  -2.313  0.651  -6.417
C  -2.726  1.395  -5.275
C  -2.168  1.112  -4.077
C  -1.174  0.083  -3.952
C  -0.625  -0.155  -2.702
O  0.258  -1.029  -2.356
O  -0.988  0.553  -1.608
C  1.561  -1.670  -7.092
C  1.990  -0.239  -6.911
H  3.142  -2.443  -10.026
H  3.901  -1.500  -8.746
H  2.515  -0.848  -9.607
H  1.994  -4.283  -9.208
H  0.488  -5.376  -7.590
H  -0.369  -4.078  -5.648
H  0.585  -1.822  -4.155
H  -1.079  -0.874  -7.235
H  -2.768  0.870  -7.375
H  -3.469  2.172  -5.373
H  -2.451  1.664  -3.192
H  1.765  0.137  -5.915
H  1.498  0.415  -7.635
H  3.062  -0.137  -7.072

The calculation puts the energy above the lowest of the compared OMol25 structures with the same formula, charge and spin at 12.6 kcal/mol. The total charge is +2. The spin multiplicity is 1. Its HOMO energy is -13.19 eV. The HOMO-LUMO gap comes out at 0.177 Ha.

Molecular formula: C4H6O
Method: DFT, ωB97M-V with the def2-TZVPD basis set

Cartesian coordinates (Å):
C  -1.261  -0.174  -0.289
C  -0.031  -0.546  0.664
C  1.234  -0.187  -0.111
O  0.739  0.851  -0.970
C  -0.581  0.900  -0.639
H  -2.247  -0.144  0.158
H  -0.361  -1.535  0.456
H  -0.085  -0.228  1.718
H  1.605  -1.035  -0.691
H  2.061  0.221  0.485
H  -0.984  1.873  -0.655

The calculation puts the energy above the lowest of the compared OMol25 structures with the same formula, charge and spin at 69.3 kcal/mol. The spin multiplicity is 1. Its HOMO energy is -8.32 eV. The HOMO-LUMO gap comes out at 0.340 Ha.

Molecular formula: C4H34N2O11
Method: DFT, ωB97M-V with the def2-TZVPD basis set

Cartesian coordinates (Å):
C  -0.656  1.235  3.623
C  -0.639  0.115  2.545
C  0.440  0.526  1.514
N  1.767  -0.115  1.632
C  2.447  0.145  2.928
N  3.167  -1.000  3.497
H  -0.702  2.177  3.054
H  0.260  1.280  4.229
H  -1.557  1.259  4.219
H  -0.459  -0.903  2.921
H  -1.620  0.076  2.147
H  0.638  1.646  1.597
H  0.059  0.453  0.488
H  1.519  -1.118  1.597
H  3.189  0.989  2.773
H  1.910  0.442  3.845
H  2.392  -1.534  3.886
H  3.623  -1.719  2.965
O  -1.506  3.107  -1.962
H  -1.968  3.595  -1.290
H  -0.550  3.023  -1.733
O  -2.137  0.517  -2.195
H  -1.839  1.427  -1.963
H  -3.026  0.320  -1.909
O  1.600  0.892  -4.001
H  0.673  0.693  -3.797
H  2.019  0.452  -3.247
O  -1.012  -2.006  -2.582
H  -1.238  -1.081  -2.373
H  -1.248  -2.187  -3.486
O  2.399  1.061  -0.922
H  2.592  0.831  0.009
H  2.351  0.339  -1.560
O  -2.966  -3.381  -1.240
H  -3.514  -3.770  -1.936
H  -2.204  -3.022  -1.765
O  -1.634  -4.964  0.524
H  -2.225  -4.962  1.286
H  -1.971  -4.404  -0.186
O  1.139  3.193  -1.629
H  1.437  2.171  -1.470
H  1.551  3.416  -2.469
O  2.465  -1.258  -2.249
H  3.126  -1.862  -2.615
H  1.975  -1.704  -1.550
O  -4.533  -1.197  -1.621
H  -3.991  -1.956  -1.209
H  -5.311  -1.208  -1.046
O  0.969  3.417  1.109
H  1.811  3.143  1.473
H  0.987  3.409  0.139

The calculation puts the energy above the lowest of the compared OMol25 structures with the same formula, charge and spin at 34.0 kcal/mol. The spin multiplicity is 1. Its HOMO energy is -9.52 eV. The HOMO-LUMO gap comes out at 0.352 Ha.

Molecular formula: C15H19F5N4O2
Method: DFT, ωB97M-V with the def2-TZVPD basis set

Cartesian coordinates (Å):
C  1.545  0.621  -2.265
N  0.198  1.183  -2.392
C  -0.822  0.563  -1.653
O  -1.955  0.693  -2.102
C  -0.716  -0.235  -0.384
C  -1.746  -1.171  -0.040
N  -1.711  -1.975  1.040
C  -0.693  -1.781  1.875
N  -0.669  -2.622  3.008
C  0.394  -3.631  3.236
C  -0.669  -4.641  3.667
F  -0.742  -5.775  2.874
F  -0.517  -5.044  4.930
C  -1.729  -3.554  3.404
C  0.321  -0.769  1.636
O  1.339  -0.688  2.525
C  1.768  0.619  2.956
C  0.808  1.279  3.980
F  1.356  2.465  4.364
F  0.502  0.361  4.986
F  -0.398  1.573  3.345
N  0.292  -0.006  0.528
C  -0.023  2.234  -3.437
C  1.283  3.037  -3.775
C  -0.469  1.607  -4.791
C  -1.018  3.350  -3.061
H  1.967  0.422  -3.272
H  1.446  -0.359  -1.776
H  2.161  1.295  -1.628
H  -2.571  -1.310  -0.731
H  0.954  -3.956  2.308
H  1.093  -3.378  4.035
H  -2.246  -3.195  4.295
H  -2.482  -3.815  2.636
H  1.887  1.289  2.127
H  2.707  0.491  3.476
H  2.017  2.325  -4.183
H  1.137  3.806  -4.536
H  1.674  3.506  -2.888
H  -1.367  1.022  -4.676
H  -0.636  2.370  -5.533
H  0.247  0.842  -5.201
H  -1.003  4.212  -3.755
H  -2.045  3.011  -3.090
H  -0.870  3.727  -2.063

The calculation puts the energy above the lowest of the compared OMol25 structures with the same formula, charge and spin at 9.8 kcal/mol. The spin multiplicity is 1. Its HOMO energy is -8.67 eV. The HOMO-LUMO gap comes out at 0.316 Ha.

Number 1: calculated total energy -3013.83266 Eh. Number 2: calculated total energy -3820.62820 Eh. Number 3: calculated total energy -357.41723 Eh. Number 4: calculated total energy -7992.01952 Eh. Number 5: calculated total energy -1821.88890 Eh. Number 6: calculated total energy -231.11323 Eh. Number 7: calculated total energy -1109.91268 Eh. Number 8: calculated total energy -1451.77923 Eh.